80
Properties=species:S:1:pos:R:3:lowdin_charge:R:1 method="wB97M-V/def2-TZVPD" total_charge=+1 energy_ev=-876176.9113 spin_multiplicity=1
H 4.07928 -1.60084 4.62447 0.11
C 3.32703 -6.56084 1.58781 0.02
C 2.16450 1.66835 2.01878 -0.11
H 3.71883 1.22104 -0.07164 0.13
H 3.70219 -2.25688 1.69188 0.10
H -1.95985 7.59399 -2.19747 -0.03
H -4.66457 -5.04516 1.19836 0.12
C -2.93366 -1.53366 0.82039 -0.33
C 4.43375 -2.15357 2.50766 -0.17
Br -2.16183 7.12494 -4.61505 0.54
C -2.30234 -0.14210 0.79044 -0.13
N 1.93922 0.04343 0.06693 0.03
Br 0.96402 6.12001 -6.52873 0.53
C 1.38094 0.76372 1.07560 -0.14
Br -4.29407 3.92301 -5.16016 0.53
H 5.34045 -1.62426 2.16641 0.12
C 2.50213 0.95296 3.38859 -0.15
C -3.17038 -2.34362 -0.30028 -0.13
H 1.59828 -1.38224 -1.48122 0.14
H 3.38817 0.43618 -2.28661 0.13
H 1.47082 2.48284 2.29063 0.12
C -4.40563 -3.80384 3.57386 -0.04
C 3.87946 0.22448 3.38788 -0.17
C -6.27160 0.96951 -1.29250 -1.62
C -4.17630 -4.07635 1.08072 -0.03
Br -6.02722 0.25460 -3.06758 0.57
C -0.18079 -0.87710 -0.51005 0.05
Br -5.46136 -0.16641 0.04523 0.76
C -3.77557 -3.57986 -0.16398 -0.07
H -0.44394 1.26963 2.10498 0.14
C 0.01060 0.68376 1.30206 0.06
H 5.80401 -0.48351 -0.91440 0.08
C 1.17395 -0.76755 -0.68826 0.00
H 3.27507 -6.96222 2.61147 0.09
H 4.93103 -3.52098 4.14945 0.12
H -2.86691 0.53634 0.12681 0.09
H -5.03885 -4.68808 3.40982 0.08
H -0.78707 -1.53245 -1.13723 0.12
H -2.42836 0.28592 1.80071 0.12
H -3.17448 -1.39018 2.94070 0.13
C -2.72208 7.08452 -2.77168 -1.61
H -2.88950 -1.95738 -1.28690 0.11
H 2.33668 -6.60108 1.10679 0.09
H 2.10460 7.64942 -8.10573 -0.03
H 4.04407 -7.14538 0.99781 0.09
C 4.76305 -3.56765 3.06579 -0.16
Br -0.01849 7.30254 -9.32547 0.58
Br -8.12951 1.32459 -0.90902 0.58
C -3.95087 -3.27574 2.20628 -0.26
H 4.46615 0.58049 4.25009 0.11
Br -4.37262 8.04496 -2.50252 0.58
H 2.45818 1.74523 4.15138 0.11
C -6.05178 4.58730 -4.71200 -1.60
H 4.42986 0.42211 2.45944 0.09
C 3.70234 -1.32388 3.62798 -0.17
H -3.50233 -4.13396 4.11344 0.09
H 5.69248 -3.93636 2.60523 0.13
C 3.82274 -5.10804 1.61558 -0.51
H 5.68151 -0.10826 -2.54939 0.08
N 5.29239 0.02498 -1.62599 0.00
H 2.64340 -1.62355 3.58425 0.11
O 3.64002 -4.44087 2.79632 -0.02
H -3.98495 -4.20927 -1.03465 0.12
C 3.39421 0.17797 -0.16437 -0.10
H 3.03918 2.15768 1.57420 0.11
Br 0.67219 9.27488 -6.91163 0.56
H 1.66455 0.25849 3.56462 0.10
H -4.96524 -3.04650 4.13943 0.08
H 3.60628 -1.31921 -1.79645 0.11
Br -7.42101 3.76134 -5.78714 0.59
H 3.94705 -0.45469 0.54882 0.10
C -3.33438 -2.03427 2.06660 -0.03
Br -2.83094 5.27901 -2.09237 0.51
H -5.75324 1.91952 -1.25922 -0.07
Br -6.43294 4.41944 -2.82839 0.55
H -6.05897 5.64502 -4.94350 -0.03
C 3.86365 -0.26925 -1.57902 -0.26
O 4.32285 -4.62757 0.62253 0.09
C -0.80565 -0.13538 0.51053 -0.12
C 1.07807 7.59583 -7.76810 -1.64